Here is an isolated molecule of C3H7NOS2 in a non-equilibrium geometry from the OMol25 dataset. Energies are from ωB97M-V with the def2-TZVPD basis set.

Computed properties:
- ΔE to the lowest compared entry with this formula, charge and spin: 295.74 kJ/mol
- SMILES: CONC(=S)SC
- Maximum force: 2.3 eV Å⁻¹
- LUMO level: 0.64 eV

Geometry as ORCA input:
```
! RIJCOSX wB97M-V def2-TZVPD def2/J DEFGRID3
* xyz 0 1
C 3.092 -0.217 0.168
C -0.473 0.383 -0.055
C -3.247 0.062 -0.006
H 3.286 -1.049 -0.542
H 3.045 -0.558 1.198
H 3.900 0.438 0.095
H 0.856 -1.169 -0.448
H -4.099 -0.591 0.285
H -3.211 0.929 0.666
H -3.393 0.342 -1.058
N 0.739 -0.250 -0.046
O 1.919 0.478 -0.286
S -0.690 2.012 0.018
S -1.724 -0.811 0.011
*
```

***

Here is an isolated molecule of C3H7NOS2 in a non-equilibrium geometry from the OMol25 dataset. Energies are from ωB97M-V with the def2-TZVPD basis set.

Computed properties:
- ΔE to the lowest compared entry with this formula, charge and spin: 145.35 kJ/mol
- SMILES: N[C@H](C=O)CSS
- Maximum force: 1.4 eV Å⁻¹
- LUMO level: 0.39 eV

Geometry as ORCA input:
```
! RIJCOSX wB97M-V def2-TZVPD def2/J DEFGRID3
* xyz 0 1
N 1.998 1.523 0.774
C 0.820 1.453 -0.044
C 0.022 2.764 0.041
O -1.158 2.787 -0.205
C -0.104 0.275 0.339
S 0.418 -1.281 -0.409
S -1.099 -2.689 -0.003
H 1.923 1.382 1.772
H 2.872 1.214 0.380
H 0.992 1.364 -1.122
H 0.516 3.732 0.179
H -1.082 0.519 -0.079
H -0.120 0.288 1.428
H -1.165 -3.049 -1.283
*
```

***

Here is a structure of composition C3H7NOSi in a non-equilibrium geometry from the OMol25 dataset. Energies are from ωB97M-V with the def2-TZVPD basis set.

Computed properties:
- ΔE to the lowest compared entry with this formula, charge and spin: 426.05 kJ/mol
- Maximum force: 5.3 eV Å⁻¹
- LUMO level (alpha / beta): -0.18 / -0.18 eV

Geometry as ORCA input:
```
! RIJCOSX wB97M-V def2-TZVPD def2/J DEFGRID3
* xyz 0 1
C 2.252 0.695 -0.100
C 1.069 0.156 0.311
C -0.110 0.912 -0.041
N -1.343 0.479 -0.054
O -2.269 1.306 -0.320
Si -1.425 -1.239 0.057
H 3.113 0.085 -0.108
H 2.335 1.651 -0.377
H 0.851 -0.868 0.766
H 0.159 2.015 -0.203
H -0.272 -1.612 -0.792
H -2.735 -1.811 -0.601
H -1.625 -1.768 1.462
*
```

***

Here is a cluster of 2 separate species, C3H7NS in total in a non-equilibrium geometry from the OMol25 dataset. Energies are from ωB97M-V with the def2-TZVPD basis set.

Computed properties:
- ΔE to the lowest compared entry with this formula, charge and spin: 388.38 kJ/mol
- SMILES: CN=S.C=C
- Maximum force: 5.7 eV Å⁻¹
- LUMO level: -1.02 eV

Geometry as ORCA input:
```
! RIJCOSX wB97M-V def2-TZVPD def2/J DEFGRID3
* xyz 0 1
C 1.194 0.135 0.875
C 1.590 0.304 -0.437
C -1.265 0.119 -0.535
N -1.039 -0.738 0.525
S -2.171 -1.398 1.280
H 0.670 0.693 1.557
H 1.282 -0.885 1.276
H 2.037 -0.607 -1.073
H 1.565 1.274 -0.899
H -0.597 0.976 -0.330
H -0.869 -0.210 -1.526
H -2.397 0.336 -0.714
*
```

***

Here is a cluster of 3 separate species, C3H7NS in total in a non-equilibrium geometry from the OMol25 dataset. Energies are from ωB97M-V with the def2-TZVPD basis set.

Computed properties:
- ΔE to the lowest compared entry with this formula, charge and spin: 819.61 kJ/mol
- Maximum force: 5.7 eV Å⁻¹
- LUMO level: -0.17 eV

Geometry as ORCA input:
```
! RIJCOSX wB97M-V def2-TZVPD def2/J DEFGRID3
* xyz 0 1
C 0.862 0.241 -0.503
C -0.317 -0.039 0.489
C -1.587 0.683 -0.103
H 0.503 -2.029 0.676
H 2.464 -0.300 0.772
H 1.635 1.275 -0.646
H 0.387 -0.318 -1.564
H -0.135 0.244 1.550
H -2.371 1.061 0.672
H -1.442 1.350 -0.955
N 1.634 -1.049 -0.150
S -1.633 -1.117 -0.238
*
```

***

Here is an isolated molecule of C3H7NS2 in a non-equilibrium geometry from the OMol25 dataset. Energies are from ωB97M-V with the def2-TZVPD basis set.

Computed properties:
- ΔE to the lowest compared entry with this formula, charge and spin: 67.49 kJ/mol
- SMILES: CNC(=S)SC
- Maximum force: 4.0 eV Å⁻¹
- LUMO level: 0.71 eV

Geometry as ORCA input:
```
! RIJCOSX wB97M-V def2-TZVPD def2/J DEFGRID3
* xyz 0 1
C 2.593 -0.267 -0.050
C 0.108 0.101 -0.117
C -2.815 0.391 0.003
H 2.826 0.313 -0.934
H 3.134 -1.255 0.125
H 2.687 0.393 0.817
H 0.795 -1.722 0.224
H -3.640 -0.147 -0.298
H -2.686 1.225 -0.693
H -2.906 0.796 0.993
N 1.094 -0.798 -0.004
S 0.222 1.729 -0.016
S -1.411 -0.756 -0.050
*
```